Here is a molecular structure, C36H28IMgN6O4S2 at a distorted geometry from the Open Molecules 2025 dataset. Energies are from ωB97M-V with the def2-TZVPD basis set.

Atoms and positions in Å:
Mg1 0.02705 1.00586 -0.56190
N1 -1.46918 0.45946 3.59339
C1 -1.23333 0.64454 2.26113
S1 -0.38511 2.03016 1.82350
N2 -1.79365 -0.25297 1.46673
N3 -1.47592 -0.17577 0.19828
C2 -1.99159 -1.01718 -0.64546
C3 -2.85910 -2.14400 -0.21445
C4 -2.27301 -3.15729 0.54349
C5 -3.01315 -4.25975 0.92905
C6 -4.35200 -4.35881 0.58204
C7 -4.95109 -3.33807 -0.13716
C8 -4.21100 -2.23398 -0.53181
C9 -1.57619 -0.86892 -2.01683
C10 -2.24805 -1.46496 -3.09889
C11 -1.83257 -1.18117 -4.38084
C12 -0.72778 -0.35572 -4.57259
C13 -0.08191 0.13176 -3.44688
N4 -0.49497 -0.11001 -2.22372
H1 -0.85978 0.99207 4.19395
H2 -1.67615 -0.48690 3.87604
H3 -1.22472 -3.07709 0.78986
H4 -2.54953 -5.05008 1.50538
H5 -4.92247 -5.23010 0.87644
H6 -6.00157 -3.40391 -0.39065
H7 -4.68396 -1.44263 -1.09934
H8 -3.09221 -2.11545 -2.92263
H9 -2.36624 -1.58989 -5.22837
H10 -0.38062 -0.10445 -5.56391
H11 0.79820 0.75678 -3.51404
C14 6.03047 -5.16482 0.94181
C15 4.91212 -4.16243 0.87320
C16 4.76064 -3.32295 -0.22451
C17 3.71026 -2.41947 -0.28226
C18 2.81449 -2.33386 0.76431
C19 2.95417 -3.16078 1.86204
C20 3.99923 -4.06418 1.91937
S2 1.30256 -1.34381 0.61474
O1 0.71329 -1.33435 1.93483
O2 0.58262 -2.04152 -0.42249
N5 1.69380 0.09141 0.06876
C21 2.44208 0.94892 0.78540
C22 3.14030 0.67111 1.95269
C23 3.94405 1.64369 2.54737
C24 4.09896 2.89335 2.00104
C25 3.36667 3.24128 0.85149
C26 3.39368 4.51872 0.25511
C27 2.58775 4.77521 -0.82185
C28 1.74020 3.76072 -1.29932
N6 1.71597 2.55754 -0.78335
C29 2.51246 2.27698 0.25661
H12 6.66017 -5.11709 0.05477
H13 5.63060 -6.17548 1.03438
H14 6.65394 -4.97512 1.81597
H15 5.45422 -3.39102 -1.05220
H16 3.56148 -1.78172 -1.13971
H17 2.22178 -3.07606 2.64995
H18 4.10281 -4.71471 2.77646
H19 3.02704 -0.29567 2.42023
H20 4.45687 1.39754 3.46787
H21 4.74318 3.63378 2.45753
H22 4.03638 5.28327 0.67342
H23 2.58140 5.74833 -1.29389
H24 1.05171 3.94758 -2.11273
I1 -7.17227 4.53054 1.29110
C30 -5.33365 4.12915 0.30480
C31 -4.87006 2.82817 0.25854
C32 -3.67735 2.57087 -0.39318
C33 -2.96411 3.60406 -0.98842
C34 -3.46227 4.89957 -0.94530
C35 -4.64661 5.17369 -0.28338
C36 -1.63497 3.31907 -1.67191
O3 -1.22218 4.10755 -2.51610
O4 -1.06008 2.26368 -1.28845
H25 -5.42910 2.02593 0.71879
H26 -3.28402 1.56531 -0.44835
H27 -2.90549 5.68447 -1.43749
H28 -5.03355 6.18205 -0.23752

## Properties
* molar mass: 824.00 g/mol
* 2S+1: 1
* E: -90140.040 eV
* total charge: -1
* ΔE to the lowest compared entry with this formula, charge and spin: 3.4 kcal per mole

natural (NBO) population analysis, charges in e, atoms 1 to 4: 1.724 -0.798 0.304 -0.428

---

Here is a molecular structure, C36H29BCo2F6O8 at a distorted geometry from the Open Molecules 2025 dataset. Energies are from ωB97M-V with the def2-TZVPD basis set.

Atoms and positions in Å:
C1 3.44210 -1.29840 0.05642
C2 2.54240 -2.32760 -0.59967
C3 3.37174 -3.23002 -1.49019
C4 1.60159 -3.09497 0.43967
C5 1.04690 -4.39969 -0.14129
C6 2.20483 -3.35362 1.79309
O1 0.50341 -2.16250 0.57744
B1 0.38130 -1.79145 -0.75821
C7 -0.89141 -2.07454 -1.52684
C8 -2.03214 -2.50655 -0.84959
C9 -3.10856 -3.00993 -1.56197
C10 -4.28553 -3.52608 -0.77743
F1 -5.29914 -3.97781 -1.55880
F2 -3.92547 -4.56163 0.04251
F3 -4.81061 -2.56110 0.03913
C11 -3.10754 -3.04516 -2.94887
C12 -1.98434 -2.56540 -3.61080
C13 -1.94258 -2.57304 -5.11752
F4 -1.20147 -1.52246 -5.60819
F5 -1.38072 -3.70665 -5.61306
F6 -3.18310 -2.46693 -5.67803
C14 -0.88016 -2.10152 -2.92243
C15 0.07727 0.82943 -0.19156
C16 -0.10134 1.18774 -1.61687
C17 -1.37628 1.24537 -2.23368
C18 -1.46340 1.65240 -3.55236
C19 -0.29953 1.96981 -4.27572
C20 0.96950 1.79972 -3.69446
C21 1.07443 1.37702 -2.38510
O2 1.58096 -1.64194 -1.43796
H1 4.24273 -1.79606 0.60958
H2 3.89395 -0.68304 -0.72582
H3 2.88782 -0.65329 0.74459
H4 4.08011 -3.80322 -0.87941
H5 2.74560 -3.92734 -2.06186
H6 3.94046 -2.60897 -2.18985
H7 1.80488 -5.18620 -0.12450
H8 0.20013 -4.72665 0.47290
H9 0.68364 -4.28803 -1.17371
H10 3.08399 -3.99875 1.67643
H11 2.49171 -2.43240 2.31186
H12 1.47121 -3.88304 2.40758
H13 -2.07987 -2.48742 0.24417
H14 -3.95029 -3.44202 -3.49874
H15 -0.00689 -1.77492 -3.48093
H16 -0.82039 0.56829 0.43423
H17 1.16411 0.31595 0.02873
H18 -2.25744 0.88348 -1.70147
H19 -2.43330 1.72725 -4.03654
H20 -0.38420 2.37853 -5.29239
H21 1.86715 1.99742 -4.28421
H22 2.05224 1.11768 -1.96915
O3 3.39895 5.20544 2.22086
C22 2.27851 5.46924 2.24144
Co1 0.56659 5.82200 2.24538
C23 0.25983 5.31164 3.94497
O4 0.13298 4.97463 5.04830
C24 0.69568 7.55616 2.32676
O5 0.84682 8.70322 2.39756
C25 -0.06474 4.45523 0.89059
C26 -0.22278 3.14936 1.32178
C27 0.53213 1.96896 1.30839
C28 0.55715 1.15173 2.57112
C29 1.74960 0.48458 2.96480
C30 1.68955 -0.51594 3.93016
C31 0.48155 -0.82516 4.54878
C32 -0.68336 -0.15867 4.20766
C33 -0.65465 0.84334 3.21765
Co2 -1.61868 4.20669 1.74379
C34 -2.16084 5.86635 1.94153
O6 -2.77013 6.85425 2.04384
C35 -2.77366 3.42506 0.67633
O7 -3.47940 2.87882 -0.05527
C36 -2.29024 3.69288 3.33586
O8 -2.89196 3.49949 4.28055
H23 0.12250 4.73394 -0.15190
H24 1.50086 2.11153 0.80551
H25 2.68863 0.85243 2.52796
H26 2.62618 -0.99358 4.19460
H27 0.47365 -1.61571 5.28009
H28 -1.61974 -0.37523 4.70518
H29 -1.57143 1.40755 2.97660

## Properties
* molar mass: 832.29 g/mol
* 2S+1: 1
* E: -146416.425 eV
* ΔE to the lowest compared entry with this formula, charge and spin: 52.6 kcal per mole

Löwdin population analysis, charges in e, atoms 1 to 4: -0.002 -0.447 0.000 -0.450

---

Here is a molecular structure, C36H29Cl2N5O3STc at a distorted geometry from the Open Molecules 2025 dataset. Energies are from ωB97M-V with the def2-TZVPD basis set.

Atoms and positions in Å:
Tc1 -0.58518 -0.70359 -0.00351
N1 -1.87749 -4.89805 -1.91746
C1 -1.77983 -3.57249 -1.70221
S1 -0.48274 -2.78957 -2.73202
N2 -2.58159 -2.88752 -0.96711
N3 -2.35396 -1.57618 -0.77238
C2 -3.36270 -0.70360 -1.07964
C3 -3.84662 0.16944 -0.05540
C4 -5.12539 0.68475 -0.16141
C5 -5.83286 1.10692 0.90032
C6 -5.32019 1.10899 2.19360
C7 -4.00569 0.73926 2.38440
C8 -3.19447 0.25603 1.29762
O1 -1.95774 -0.04771 1.55553
H1 -1.11995 -5.44906 -2.34064
H2 -2.51611 -5.36825 -1.29149
H3 -3.96383 -0.72347 -1.96683
H4 -5.60344 0.77090 -1.14047
H5 -6.86680 1.39791 0.70393
H6 -5.99616 1.31004 3.05428
H7 -3.55780 0.70990 3.40150
Cl1 3.03213 -0.17347 4.92209
C9 1.78880 1.05464 4.72470
Cl2 2.30519 2.75717 4.75333
H8 1.12623 0.96607 5.54035
H9 1.29051 0.89959 3.75502
C10 0.02236 -1.65978 -1.57381
C11 0.92302 -0.74379 -1.31308
C12 2.06193 -0.04131 -1.62539
C13 3.04155 0.13909 -0.57831
C14 3.88189 1.23503 -0.47333
C15 4.88538 1.26819 0.51257
C16 5.21680 0.16692 1.32011
C17 4.32520 -0.95324 1.24445
C18 3.30038 -0.96114 0.34543
C19 2.22646 0.55717 -2.93684
C20 3.44589 0.93214 -3.46375
C21 3.52724 1.88908 -4.47566
C22 2.39411 2.34530 -5.11979
C23 1.15372 1.88819 -4.68107
C24 1.08512 0.97351 -3.63651
H10 3.69430 2.09767 -1.08844
H11 5.38181 2.19868 0.64396
H12 6.07828 0.13996 2.01444
H13 4.48284 -1.86444 1.83918
H14 2.59437 -1.79964 0.25000
H15 4.36471 0.53802 -3.03091
H16 4.51575 2.30154 -4.74981
H17 2.41263 3.11549 -5.88775
H18 0.24718 2.22691 -5.16196
H19 0.10966 0.50339 -3.41334
C25 -1.85570 4.45191 -2.38894
N4 -1.03687 3.58190 -1.51996
C26 -0.42184 4.16617 -0.50226
C27 0.28698 3.46673 0.39337
C28 0.14527 2.01638 0.42911
O2 0.54979 1.21832 1.30309
N5 -0.62657 1.47659 -0.51374
C29 -1.16716 2.15435 -1.58452
O3 -1.73692 1.62005 -2.53082
H20 -1.15148 5.24430 -2.74544
H21 -2.64736 4.95142 -1.79857
H22 -2.30137 3.85109 -3.18397
H23 -0.36990 5.26988 -0.51504
H24 0.80851 3.91055 1.20846
C30 -0.14213 -2.01970 1.10246
C31 -0.09941 -3.02211 2.03171
C32 -1.24365 -3.86711 2.22638
C33 -1.26315 -4.83380 3.24009
C34 -0.11066 -5.16463 3.93997
C35 1.05270 -4.39521 3.69406
C36 0.99702 -3.25279 2.89514
H25 -2.14348 -3.74824 1.62355
H26 -2.20331 -5.42559 3.34326
H27 -0.08425 -6.01215 4.64476
H28 1.93370 -4.63871 4.25925
H29 1.84637 -2.53117 2.93210

## Properties
* molar mass: 780.63 g/mol
* 2S+1: 1
* E: -89470.912 eV
* total charge: -1
* ΔE to the lowest compared entry with this formula, charge and spin: 1.4 kcal per mole

Löwdin population analysis, charges in e, atoms 1 to 4: 1.527 0.069 -0.663 0.984